1.
Here is 2 unconnected molecules or ions with the total composition C30H58NO5 from the Open Molecules 2025 dataset. Energies are from ωB97M-V with the def2-TZVPD basis set.

Geometry as XYZ:
```
94
Properties=species:S:1:pos:R:3:lowdin_charge:R:1
C 1.182 -6.810 0.150 -0.126
C 2.020 -6.203 -1.077 -0.262
C 3.107 -5.129 -0.644 -0.214
C 2.514 -3.777 -0.041 -0.209
C 1.142 -3.316 -0.702 -0.209
C 1.214 -2.995 -2.260 -0.194
C 2.588 -2.307 -2.722 -0.212
C 2.833 -0.883 -2.066 -0.226
C 4.346 -0.408 -2.051 -0.207
C 4.479 1.101 -1.494 -0.203
C 5.288 1.179 -0.116 -0.222
C 4.744 2.354 0.841 -0.198
C 3.368 1.842 1.472 -0.216
C 3.304 1.925 3.069 -0.209
C 2.546 3.215 3.628 -0.221
C 1.028 2.969 4.018 -0.198
C 0.121 2.451 2.791 -0.193
C -1.294 1.906 3.281 -0.125
C -1.881 0.697 2.441 -0.250
C -0.896 -0.394 1.824 -0.061
C -0.687 0.255 0.369 -0.370
O 0.098 -0.020 -0.545 0.029
N -1.687 1.335 0.152 0.064
C -2.759 0.970 1.148 -0.303
C -4.057 1.876 1.238 -0.120
C -5.150 1.317 0.189 -0.197
C -4.502 0.987 -1.229 -0.226
C -5.526 0.978 -2.448 -0.195
C -4.775 1.528 -3.765 -0.158
C -4.674 0.414 -4.923 -0.230
O -3.430 0.566 -5.650 -0.239
C -2.397 -0.293 -5.131 -0.127
H 1.660 -7.774 0.519 0.071
H 0.119 -6.986 -0.192 0.068
H 1.132 -6.032 0.981 0.070
H 2.596 -7.067 -1.557 0.102
H 1.264 -5.808 -1.832 0.086
H 3.776 -4.880 -1.520 0.092
H 3.765 -5.591 0.161 0.109
H 3.276 -2.941 -0.169 0.096
H 2.344 -3.865 1.084 0.108
H 0.345 -4.125 -0.549 0.104
H 0.772 -2.421 -0.102 0.088
H 0.968 -3.894 -2.921 0.098
H 0.397 -2.226 -2.479 0.106
H 2.523 -2.236 -3.862 0.111
H 3.449 -3.007 -2.503 0.085
H 2.511 -0.972 -0.972 0.094
H 2.133 -0.126 -2.555 0.122
H 4.997 -1.080 -1.406 0.102
H 4.735 -0.477 -3.122 0.107
H 3.449 1.588 -1.414 0.110
H 5.029 1.706 -2.292 0.104
H 5.204 0.160 0.385 0.100
H 6.405 1.335 -0.305 0.105
H 4.503 3.238 0.173 0.104
H 5.509 2.687 1.602 0.100
H 3.204 0.765 1.133 0.102
H 2.462 2.415 1.082 0.103
H 4.358 1.879 3.493 0.101
H 2.702 1.022 3.421 0.106
H 2.706 4.062 2.883 0.112
H 3.080 3.538 4.588 0.104
H 0.898 2.319 4.944 0.119
H 0.595 3.987 4.309 0.120
H -0.067 3.365 2.140 0.113
H 0.732 1.724 2.179 0.072
H -1.291 1.623 4.378 0.113
H -2.027 2.777 3.174 0.120
H -2.525 0.054 3.138 0.148
H 0.116 -0.494 2.325 0.120
H -1.306 -1.423 1.597 0.122
H -1.258 2.258 0.334 0.123
H -3.044 -0.096 0.838 0.136
H -4.478 1.767 2.280 0.110
H -3.775 2.945 0.991 0.123
H -5.619 0.366 0.616 0.115
H -5.975 2.092 0.034 0.107
H -4.030 -0.044 -1.145 0.109
H -3.690 1.762 -1.419 0.101
H -6.451 1.599 -2.198 0.103
H -5.919 -0.061 -2.698 0.099
H -3.693 1.819 -3.550 0.109
H -5.270 2.463 -4.187 0.108
H -4.780 -0.636 -4.491 0.111
H -5.500 0.541 -5.704 0.122
H -1.528 0.391 -4.834 0.095
H -2.679 -0.863 -4.198 0.090
H -1.985 -0.987 -5.940 0.091
C -3.675 3.730 5.208 -0.858
O -4.535 3.447 4.321 -0.105
O -3.608 5.084 5.424 0.007
O -2.917 3.001 5.875 -0.061
H -4.299 5.276 4.762 0.079
```

Properties
LUMO energy	2.40	eV
relative energy (zero: lowest compared OMol25 entry of this formula, charge and spin)	115.3	kcal per mole
net charge	-1
HOMO-LUMO gap	7.21	eV
HOMO level	-4.81	eV
energy	-1608.7503	hartree



2.
Here is a molecular structure, C30H59B4CaF12N10 from the Open Molecules 2025 dataset. Energies are from ωB97M-V with the def2-TZVPD basis set.

Geometry as XYZ:
```
116
Properties=species:S:1:pos:R:3:lowdin_charge:R:1
Ca 1.266 -1.388 -3.708 1.582
B 0.297 -0.748 -1.534 -0.502
H -0.059 -1.858 -1.526 -0.021
H 1.440 -0.677 -1.667 -0.057
H -0.168 -0.201 -2.440 -0.037
H -0.113 -0.277 -0.493 -0.003
C -2.593 7.328 -1.111 -0.058
C -3.911 6.584 -1.265 -0.123
N -3.765 5.242 -0.671 -0.029
C -3.754 4.902 0.655 -0.009
C -3.528 3.582 0.742 -0.020
N -3.583 3.072 -0.542 -0.071
C -3.666 4.114 -1.368 -0.005
C -3.473 1.676 -0.967 0.034
H -2.229 7.400 -0.084 0.073
H -2.694 8.368 -1.422 0.099
H -1.817 6.877 -1.730 0.073
H -4.168 6.554 -2.318 0.139
H -4.686 7.067 -0.672 0.140
H -3.784 5.621 1.456 0.149
H -3.304 2.939 1.572 0.122
H -3.695 3.992 -2.439 0.180
H -4.063 1.074 -0.278 0.099
H -2.443 1.337 -0.822 0.083
H -3.762 1.562 -2.004 0.110
C -1.606 4.279 3.814 -0.051
C -0.170 4.076 3.355 -0.146
N -0.012 4.098 1.891 -0.039
C -0.222 5.183 1.073 -0.004
C -0.039 4.772 -0.208 0.007
N 0.227 3.429 -0.133 -0.061
C 0.197 3.033 1.124 -0.023
C 0.495 2.581 -1.299 0.025
H -1.891 5.318 3.623 0.082
H -1.701 4.196 4.895 0.097
H -2.309 3.620 3.312 0.053
H 0.240 3.159 3.773 0.129
H 0.460 4.891 3.713 0.139
H -0.431 6.135 1.528 0.144
H -0.091 5.321 -1.130 0.136
H 0.398 2.018 1.420 0.161
H -0.416 2.169 -1.725 0.085
H 1.210 1.802 -1.068 0.067
H 0.927 3.202 -2.081 0.118
C -7.608 -0.822 -2.180 -0.065
C -7.094 -2.235 -2.033 -0.145
N -5.684 -2.253 -1.577 -0.043
C -4.615 -2.366 -2.432 0.022
C -3.485 -2.436 -1.691 0.025
N -3.905 -2.398 -0.375 -0.086
C -5.225 -2.282 -0.330 -0.026
C -3.017 -2.491 0.787 0.027
H -8.580 -0.870 -2.677 0.094
H -6.976 -0.164 -2.772 0.078
H -7.851 -0.345 -1.228 0.079
H -7.127 -2.759 -2.986 0.135
H -7.657 -2.856 -1.340 0.136
H -4.755 -2.325 -3.499 0.154
H -2.446 -2.572 -1.948 0.118
H -5.852 -2.283 0.546 0.173
H -3.665 -2.507 1.660 0.102
H -2.401 -1.594 0.826 0.086
H -2.404 -3.383 0.718 0.103
C 7.105 -2.457 3.477 -0.053
C 7.370 -1.574 2.269 -0.153
N 6.141 -1.348 1.490 -0.044
C 5.698 -2.166 0.465 0.037
C 4.495 -1.689 0.091 0.012
N 4.244 -0.562 0.826 -0.059
C 5.297 -0.348 1.615 -0.031
C 3.181 0.398 0.571 0.002
H 8.056 -2.704 3.940 0.093
H 6.612 -3.374 3.154 0.077
H 6.437 -1.933 4.161 0.075
H 8.086 -2.047 1.597 0.136
H 7.800 -0.597 2.485 0.135
H 6.203 -3.090 0.241 0.153
H 3.785 -2.027 -0.637 0.119
H 5.424 0.500 2.266 0.173
H 2.727 0.239 -0.415 0.064
H 3.577 1.411 0.611 0.107
H 2.424 0.312 1.357 0.077
C 1.906 -3.113 5.231 -0.053
C 2.816 -3.056 4.010 -0.162
N 2.021 -3.230 2.792 -0.047
C 1.039 -2.386 2.332 -0.016
C 0.681 -2.818 1.100 -0.018
N 1.383 -3.964 0.864 -0.043
C 2.225 -4.151 1.872 -0.012
C 1.271 -4.873 -0.267 0.047
H 2.447 -3.036 6.171 0.092
H 1.381 -4.068 5.209 0.093
H 1.183 -2.296 5.234 0.074
H 3.576 -3.828 4.107 0.131
H 3.331 -2.099 3.913 0.119
H 0.755 -1.487 2.848 0.129
H 0.004 -2.367 0.397 0.068
H 2.927 -4.964 1.951 0.183
H 1.324 -5.889 0.118 0.112
H 2.050 -4.826 -1.034 0.094
H 0.379 -4.681 -0.857 0.110
B 3.525 -3.360 -3.087 -1.263
F 4.748 -2.835 -2.651 0.128
F 2.478 -2.850 -2.249 -0.015
F 3.254 -2.811 -4.356 0.087
F 3.536 -4.730 -2.992 0.171
B -0.717 -3.380 -4.325 -1.246
F -1.619 -3.923 -3.397 0.115
F 0.634 -3.622 -4.002 0.063
F -0.933 -3.899 -5.576 0.183
F -0.849 -1.949 -4.286 -0.016
B 3.239 1.022 -3.508 -1.228
F 1.833 1.246 -3.575 0.050
F 3.926 1.683 -4.472 0.204
F 3.623 1.502 -2.220 0.086
F 3.297 -0.390 -3.570 0.026
```

Properties
LUMO energy	-7.01	eV
relative energy (zero: lowest compared OMol25 entry of this formula, charge and spin)	0.0	kcal per mole
net charge	+3
HOMO-LUMO gap	9.37	eV
HOMO level	-16.37	eV
energy	-3701.4382	hartree



3.
Here is a molecular structure, C30H59BCl36F6NO8P2 from the Open Molecules 2025 dataset. Energies are from ωB97M-V with the def2-TZVPD basis set.

Geometry as XYZ:
```
143
Properties=species:S:1:pos:R:3:lowdin_charge:R:1
C -1.354 2.470 -1.463 -0.232
C -1.195 0.836 -1.696 -0.165
C -0.002 0.525 -2.804 -0.155
F -0.531 -0.139 -4.051 -0.138
C 1.321 -0.213 -2.177 -0.198
O 2.092 0.624 -1.201 -0.278
P 2.490 -0.260 0.287 0.498
C 4.172 -0.819 -0.421 -0.253
C 4.872 0.548 -1.082 -0.197
N 5.887 0.492 -2.016 -0.002
O 1.089 0.462 1.028 -0.169
B 1.435 1.626 1.866 -0.618
O 1.278 1.472 3.350 0.039
O 1.880 2.953 1.392 0.029
P 3.013 -1.495 2.031 0.616
O 1.817 -1.737 3.036 -0.573
O 4.269 -0.654 2.897 -0.251
O 3.591 -3.102 1.564 -0.432
O 1.549 -1.670 -0.182 -0.319
C 1.231 -1.752 -1.620 -0.252
C 0.055 -2.763 -2.150 -0.109
C -1.239 -2.887 -1.098 -0.194
C -0.895 -3.902 0.139 -0.070
C -2.001 -3.958 1.341 -0.164
F -2.648 -5.319 1.394 -0.020
F -1.221 -3.863 2.632 -0.032
C -3.079 -2.727 1.375 -0.126
F -2.449 -1.369 1.542 0.042
F -3.885 -2.922 2.640 -0.005
F -4.092 -2.762 0.271 0.020
H -1.822 2.624 -0.399 -0.001
H -2.047 2.870 -2.341 -0.002
H -0.277 2.936 -1.518 0.054
H -2.205 0.373 -2.111 0.080
H -0.892 0.308 -0.690 0.103
H 0.364 1.599 -3.173 0.142
H 2.077 -0.273 -3.090 0.159
H 3.266 0.792 0.906 0.032
H 4.119 -1.599 -1.291 0.096
H 4.951 -1.188 0.401 0.094
H 4.532 1.619 -0.728 0.108
H 6.125 1.502 -2.247 0.017
H 0.753 0.622 3.545 0.114
H 2.743 2.908 0.883 0.108
H 4.464 -1.217 3.725 0.062
H 2.731 -3.578 1.283 0.073
H 2.203 -2.250 -2.100 0.137
H 0.529 -3.858 -2.165 0.123
H -0.316 -2.560 -3.243 0.103
H -1.492 -1.787 -0.792 0.097
H -2.128 -3.344 -1.751 0.065
H 0.183 -3.744 0.617 0.139
H -0.854 -4.999 -0.331 0.144
C -2.175 -5.141 5.264 -1.029
Cl -0.437 -5.188 5.588 0.531
Cl -3.026 -6.395 6.174 0.495
H -2.565 -4.163 5.555 0.037
H -2.342 -5.302 4.196 0.005
C 3.453 -4.199 5.149 -0.951
Cl 3.028 -3.330 3.670 0.767
Cl 4.145 -3.106 6.353 0.486
H 2.552 -4.660 5.562 -0.007
H 4.186 -4.973 4.908 0.021
C -1.759 -9.808 7.964 -1.041
Cl -0.196 -10.286 8.638 0.507
Cl -3.062 -10.078 9.127 0.474
H -1.725 -8.746 7.707 0.003
H -1.955 -10.398 7.066 0.024
C -1.017 5.391 -3.995 -1.075
Cl 0.546 4.912 -3.321 0.546
Cl -2.320 5.120 -2.832 0.530
H -0.983 6.453 -4.251 -0.043
H -1.213 4.800 -4.893 -0.045
C -0.954 5.646 0.935 -1.011
Cl -2.419 4.711 0.612 0.536
Cl -1.174 7.345 0.497 0.514
H -0.718 5.582 2.000 -0.056
H -0.131 5.231 0.349 0.035
C 9.004 0.549 -0.741 -1.047
Cl 8.922 2.256 -1.192 0.489
Cl 9.727 0.348 0.860 0.484
H 7.993 0.135 -0.729 0.001
H 9.613 0.015 -1.475 -0.072
C -6.706 -10.651 10.589 -1.036
Cl -8.237 -10.534 9.714 0.523
Cl -6.934 -11.397 12.175 0.506
H -6.009 -11.260 10.007 0.019
H -6.295 -9.648 10.724 0.031
C -3.450 6.650 4.083 -1.013
Cl -2.301 5.309 4.144 0.538
Cl -3.029 7.903 5.257 0.499
H -3.438 7.084 3.080 0.019
H -4.450 6.273 4.309 0.030
C -6.844 -10.002 6.248 -1.031
Cl -5.088 -9.867 6.096 0.495
Cl -7.485 -11.235 5.156 0.499
H -7.093 -10.274 7.277 -0.038
H -7.297 -9.038 6.002 0.035
C 12.148 -1.304 -2.450 -1.001
Cl 10.616 -1.186 -3.324 0.548
Cl 11.919 -2.050 -0.864 0.513
H 12.844 -1.913 -3.032 0.026
H 12.558 -0.300 -2.315 0.035
C -3.768 5.107 -7.010 -0.969
Cl -2.619 3.766 -6.949 0.539
Cl -3.346 6.360 -5.836 0.485
H -3.756 5.541 -8.013 0.018
H -4.768 4.730 -6.784 0.032
C -3.804 -3.364 -4.847 -0.995
Cl -2.655 -4.705 -4.786 0.511
Cl -3.382 -2.111 -3.673 0.592
H -3.792 -2.930 -5.850 0.032
H -4.804 -3.741 -4.621 0.030
C -5.009 10.176 -6.007 -1.018
Cl -3.253 10.310 -6.159 0.480
Cl -5.649 8.942 -7.099 0.487
H -5.257 9.904 -4.978 0.024
H -5.462 11.139 -6.253 0.028
C -5.219 0.891 -2.531 -1.019
Cl -5.643 1.761 -4.010 0.497
Cl -4.527 1.985 -1.326 0.564
H -6.119 0.431 -2.117 0.031
H -4.486 0.117 -2.771 -0.050
C -0.427 7.937 -8.212 -0.986
Cl -1.959 8.055 -9.087 0.501
Cl -0.656 7.191 -6.626 0.533
H 0.269 7.329 -8.794 0.032
H -0.016 8.941 -8.077 0.031
C 8.518 -4.018 -5.387 -1.044
Cl 6.986 -3.901 -6.261 0.497
Cl 8.289 -4.765 -3.801 0.496
H 9.214 -4.627 -5.969 0.026
H 8.929 -3.015 -5.252 0.000
C 1.745 5.036 3.661 -1.039
Cl 1.663 6.743 3.210 0.508
Cl 2.467 4.835 5.262 0.515
H 0.733 4.622 3.673 0.009
H 2.353 4.503 2.927 0.011
C -2.657 10.020 -1.370 -1.047
Cl -3.680 8.679 -1.897 0.489
Cl -2.677 11.337 -2.549 0.491
H -3.027 10.395 -0.412 0.030
H -1.631 9.662 -1.255 0.003
```

Properties
LUMO energy	1.51	eV
relative energy (zero: lowest compared OMol25 entry of this formula, charge and spin)	272.1	kcal per mole
net charge	-1
HOMO-LUMO gap	7.00	eV
HOMO level	-5.49	eV
energy	-19708.6637	hartree



4.
Here is 8 unconnected molecules or ions with the total composition C30H59BrINO27P2 from the Open Molecules 2025 dataset. Energies are from ωB97M-V with the def2-TZVPD basis set.

Geometry as XYZ:
```
121
Properties=species:S:1:pos:R:3:lowdin_charge:R:1
C -1.412 -0.188 0.005 -0.019
C -0.754 0.803 -0.974 -0.391
O -1.252 2.117 -0.724 -0.019
C -1.069 0.420 -2.415 -0.106
C 0.058 0.711 -3.432 -0.485
P -0.834 0.671 -5.118 0.940
N 0.174 -0.203 -6.190 -0.203
O -2.104 -0.385 -4.857 -0.313
O 0.350 2.088 -3.224 0.010
C 1.541 2.238 -2.588 -0.584
O 2.021 3.307 -2.250 0.143
O 2.083 1.016 -2.363 -0.004
C 1.404 0.004 -3.145 -0.524
C 1.312 -1.305 -2.367 -0.225
C 0.427 -2.355 -3.063 -0.726
C -0.579 -3.017 -2.118 -0.148
I 1.685 -3.924 -3.883 0.860
P 2.609 -0.325 -4.567 0.605
O 3.959 -0.450 -3.672 -0.344
Br 2.875 1.704 -5.464 0.412
H -0.679 -0.932 0.301 0.066
H -2.229 -0.732 -0.448 0.080
H -1.713 0.319 0.909 0.080
H 0.304 0.792 -0.737 0.131
H -0.771 2.442 0.036 0.088
H -1.379 -0.608 -2.437 0.076
H -1.900 1.045 -2.718 0.127
H -0.347 -0.447 -7.022 0.032
H 0.541 -1.063 -5.789 -0.024
H -1.806 -1.288 -5.003 0.034
H 1.011 -1.124 -1.346 0.111
H 2.314 -1.706 -2.305 0.062
H -0.065 -1.902 -3.908 0.023
H -0.626 -4.083 -2.249 0.037
H -1.571 -2.634 -2.333 0.073
H -0.369 -2.743 -1.096 0.063
H 3.791 -0.323 -2.733 0.055
C -3.760 -3.848 2.426 -0.037
O -2.757 -4.522 3.187 0.009
C -1.544 -4.491 2.643 -0.632
O -1.255 -3.959 1.603 0.111
O -0.712 -5.146 3.442 0.012
C 0.641 -5.193 2.978 -0.028
H -4.686 -3.952 2.982 0.094
H -3.518 -2.792 2.319 0.094
H -3.872 -4.307 1.446 0.097
H 1.053 -4.190 2.894 0.097
H 0.701 -5.705 2.020 0.098
H 1.208 -5.751 3.718 0.086
C 4.810 -9.649 3.655 -0.038
O 4.653 -9.457 5.063 0.009
C 3.928 -8.394 5.392 -0.631
O 3.420 -7.621 4.623 0.116
O 3.860 -8.332 6.718 0.009
C 3.103 -7.228 7.218 -0.037
H 5.416 -10.542 3.535 0.093
H 3.844 -9.799 3.178 0.097
H 5.322 -8.800 3.207 0.097
H 2.070 -7.285 6.879 0.097
H 3.548 -6.285 6.907 0.097
H 3.133 -7.303 8.300 0.093
C -2.617 -5.678 -9.235 -0.030
O -2.249 -4.381 -8.761 0.008
C -2.881 -3.382 -9.368 -0.629
O -3.700 -3.487 -10.241 0.125
O -2.452 -2.239 -8.839 -0.005
C -3.051 -1.065 -9.396 -0.034
H -2.043 -6.400 -8.663 0.095
H -3.678 -5.859 -9.071 0.100
H -2.377 -5.785 -10.291 0.088
H -4.126 -1.064 -9.232 0.100
H -2.832 -0.983 -10.458 0.100
H -2.611 -0.221 -8.873 0.087
C -0.807 -8.647 -15.677 -0.040
O -1.226 -8.018 -14.465 0.004
C -2.249 -7.179 -14.612 -0.632
O -2.813 -6.931 -15.642 0.128
O -2.536 -6.665 -13.419 0.001
C -3.626 -5.738 -13.423 -0.030
H 0.023 -9.295 -15.414 0.092
H -1.614 -9.243 -16.099 0.097
H -0.474 -7.905 -16.400 0.097
H -4.542 -6.221 -13.755 0.099
H -3.402 -4.882 -14.055 0.101
H -3.754 -5.397 -12.399 0.075
C -0.004 6.065 4.832 -0.031
O -1.244 6.150 4.125 0.003
C -1.239 5.554 2.936 -0.631
O -0.309 4.974 2.443 0.124
O -2.443 5.703 2.391 0.008
C -2.565 5.114 1.094 -0.032
H -0.146 6.584 5.775 0.078
H 0.255 5.028 5.034 0.100
H 0.796 6.547 4.273 0.100
H -2.384 4.042 1.143 0.084
H -1.875 5.578 0.393 0.103
H -3.583 5.289 0.763 0.095
C 0.035 8.299 11.487 -0.031
O -1.207 8.383 10.785 0.011
C -1.202 7.787 9.597 -0.630
O -0.269 7.216 9.099 0.120
O -2.406 7.934 9.052 0.011
C -2.534 7.331 7.764 -0.038
H -0.100 8.820 12.429 0.096
H 0.294 7.261 11.688 0.099
H 0.829 8.780 10.921 0.083
H -2.371 6.257 7.823 0.100
H -1.834 7.779 7.061 0.087
H -3.548 7.520 7.427 0.096
C 5.800 11.628 13.774 -0.039
O 4.566 11.705 13.058 0.005
C 4.588 11.109 11.869 -0.631
O 5.526 10.539 11.383 0.128
O 3.388 11.254 11.312 0.004
C 3.267 10.656 10.021 -0.044
H 5.641 12.149 14.714 0.093
H 6.065 10.592 13.974 0.097
H 6.598 12.116 13.219 0.098
H 3.432 9.582 10.076 0.097
H 3.964 11.107 9.319 0.098
H 2.252 10.844 9.683 0.091
```

Properties
LUMO energy	0.10	eV
net charge	0
HOMO-LUMO gap	8.99	eV
SMILES	C[C@H](O)C[C@@]1(P(N)O)OC(=O)O[C@]1(C[C@H](C)I)P(O)Br.COC(=O)OC.COC(=O)OC.COC(=O)OC.COC(=O)OC.COC(=O)OC.COC(=O)OC.COC(=O)OC
HOMO level	-8.88	eV
energy	-6819.2711	hartree